[1]
Density functional theory data (the ωB97M-V functional and the def2-TZVPD basis) for a single C6H12O molecule.

Structure (ORCA input):
```
! wB97M-V def2-TZVPD RIJCOSX def2/J DEFGRID3
* xyz 0 1
C -2.54 0.30 -0.48
C -1.33 0.56 0.41
C -0.36 -0.63 0.42
C 1.06 -0.24 0.80
C 2.22 -0.99 0.20
C 1.92 0.40 -0.26
O 1.43 0.52 -1.57
H -2.23 0.14 -1.52
H -3.08 -0.60 -0.16
H -3.25 1.14 -0.46
H -1.65 0.79 1.44
H -0.80 1.46 0.06
H -0.33 -1.08 -0.58
H -0.73 -1.41 1.10
H 1.18 0.15 1.81
H 1.99 -1.78 -0.50
H 3.12 -1.15 0.80
H 2.60 1.19 0.04
H 0.78 1.23 -1.57
*
```

As for the frontier orbital gap: 10.64 eV. The calculation puts the HOMO energy at -9.66 eV. The strongest force on any atom comes out at 0.32 eV Å⁻¹. As for the structure (SMILES): CCC[C@H]1C[C@H]1O. The energy above the lowest of the compared OMol25 structures with the same formula, charge and spin is 115.6 kJ/mol. Its calculated total energy is -311.015241 hartree.

***

[2]
Density functional theory data (the ωB97M-V functional and the def2-TZVPD basis) for 2 unconnected molecules or ions with the total composition C6H12O.

Structure (ORCA input):
```
! wB97M-V def2-TZVPD RIJCOSX def2/J DEFGRID3
* xyz 0 1
C -2.12 0.13 -0.50
C -1.21 0.29 0.72
C 0.13 0.90 0.37
C 1.34 0.86 1.24
C 1.64 -0.60 1.23
C 1.34 0.11 -0.05
H -2.32 1.10 -0.97
H -1.65 -0.52 -1.25
H -3.08 -0.31 -0.22
H -1.07 -0.68 1.21
H -1.69 0.94 1.47
H 0.03 1.85 -0.17
H 2.00 1.67 1.51
H 0.93 -1.32 1.64
H 2.68 -0.87 1.40
H 2.02 0.29 -0.87
O 0.30 -1.45 -2.53
H 0.48 -1.30 -1.60
H 0.52 -0.60 -2.94
*
```

As for the frontier orbital gap: 10.44 eV. The calculation puts the HOMO energy at -9.45 eV. The strongest force on any atom comes out at 0.29 eV Å⁻¹. As for the structure (SMILES): CC[C@H]1[C@H]2C[C@@H]12.O. The energy above the lowest of the compared OMol25 structures with the same formula, charge and spin is 227.6 kJ/mol. Its calculated total energy is -310.972590 hartree.